Entry 1:
Formula: C22H43O20S
Source: the OMol25 dataset
Level of theory: the ωB97M-V functional and the def2-TZVPD basis

Geometry (Å):
C 4.75 0.23 0.35
C 3.62 0.86 -0.58
S 2.60 -0.50 -1.26
C 0.90 -0.47 -0.56
C 0.55 0.82 0.25
O 0.48 0.84 1.50
O 0.37 1.89 -0.43
H 4.31 -0.71 0.77
H 4.95 0.93 1.20
H 5.66 0.02 -0.26
H 3.07 1.59 0.05
H 4.06 1.43 -1.43
H 0.19 -0.61 -1.42
H 0.79 -1.35 0.12
C 6.87 -5.38 -1.75
O 5.71 -5.53 -2.57
C 5.07 -4.38 -2.82
O 5.39 -3.29 -2.43
O 4.01 -4.66 -3.59
C 3.22 -3.52 -3.94
H 7.30 -6.37 -1.61
H 7.60 -4.75 -2.25
H 6.60 -4.98 -0.78
H 3.81 -2.81 -4.52
H 2.81 -3.04 -3.05
H 2.40 -3.86 -4.56
C -2.07 2.97 0.59
O -3.51 3.11 0.59
C -4.17 1.98 0.32
O -3.69 0.91 0.09
O -5.49 2.26 0.35
C -6.32 1.14 0.08
H -1.65 3.95 0.81
H -1.75 2.27 1.35
H -1.72 2.66 -0.39
H -6.18 0.36 0.83
H -6.13 0.75 -0.92
H -7.36 1.48 0.13
C -1.00 -1.82 2.26
O -1.42 -2.98 1.52
C -2.25 -3.78 2.16
O -2.67 -3.63 3.28
O -2.56 -4.81 1.35
C -3.46 -5.76 1.93
H -0.33 -1.25 1.63
H -1.86 -1.20 2.51
H -0.46 -2.12 3.16
H -4.41 -5.29 2.17
H -3.02 -6.21 2.82
H -3.63 -6.54 1.18
C -0.89 -4.52 5.04
O -0.41 -4.35 6.38
C -1.29 -4.70 7.32
O -2.40 -5.13 7.14
O -0.72 -4.49 8.52
C -1.55 -4.83 9.63
H -0.09 -4.21 4.37
H -1.12 -5.57 4.84
H -1.76 -3.90 4.86
H -1.81 -5.89 9.61
H -2.45 -4.21 9.63
H -0.98 -4.62 10.53
C -1.89 5.53 -6.32
O -2.79 4.75 -5.53
C -2.75 5.03 -4.22
O -2.06 5.86 -3.70
O -3.63 4.23 -3.60
C -3.70 4.42 -2.19
H -2.01 5.22 -7.35
H -2.15 6.59 -6.24
H -0.86 5.37 -6.01
H -4.03 5.43 -1.95
H -2.75 4.21 -1.72
H -4.44 3.72 -1.80
C 4.65 5.88 -2.71
O 3.54 5.41 -1.95
C 2.38 5.43 -2.62
O 2.22 5.80 -3.76
O 1.43 4.98 -1.80
C 0.12 4.95 -2.39
H 5.53 5.81 -2.07
H 4.81 5.24 -3.59
H 4.51 6.92 -3.01
H 0.10 4.28 -3.25
H -0.20 5.95 -2.66
H -0.56 4.56 -1.63

Computed properties:
LUMO energy, eV: 2.377
Orbital gap, eV: 7.2
Charge: -1

Entry 2:
Formula: C24H34AgAsF6N2O13
Source: the OMol25 dataset
Level of theory: the ωB97M-V functional and the def2-TZVPD basis

Geometry (Å):
Ag 8.73 6.89 16.85
As 5.40 5.27 18.25
F 4.14 6.46 17.54
F 5.61 6.27 19.68
F 6.65 4.03 18.86
F 5.20 4.29 16.76
F 6.69 6.15 17.33
F 4.06 4.33 18.97
C 9.61 -0.52 16.40
C 8.59 0.43 16.01
C 8.62 1.74 16.53
C 9.67 2.11 17.42
C 10.58 1.15 17.92
C 10.49 -0.19 17.38
N 9.75 3.48 17.96
O 9.13 4.35 17.34
O 10.37 3.62 18.97
H 9.51 -1.56 16.14
H 7.76 0.15 15.37
H 7.81 2.42 16.34
H 11.34 1.43 18.63
H 11.18 -0.97 17.67
C 15.34 5.25 15.63
C 14.50 5.42 16.69
C 13.32 6.13 16.58
C 12.99 6.77 15.34
C 14.03 6.76 14.36
C 15.15 6.00 14.55
N 11.69 7.40 15.00
O 10.65 6.77 15.27
O 11.80 8.48 14.45
H 16.01 4.41 15.61
H 14.63 4.86 17.61
H 12.52 6.09 17.30
H 13.98 7.40 13.49
H 15.84 5.94 13.71
C 6.83 8.23 11.10
C 7.67 8.14 12.29
O 8.32 6.86 12.22
C 8.29 6.03 13.30
O 7.77 6.34 14.34
O 8.97 4.85 12.97
C 9.04 3.90 13.97
H 7.27 8.32 10.11
H 6.21 9.13 11.10
H 6.17 7.37 10.99
H 7.08 8.35 13.19
H 8.40 8.93 12.44
H 8.10 3.37 13.89
H 9.16 4.29 14.99
H 9.91 3.27 13.80
C 3.68 10.63 17.74
C 5.07 9.89 17.56
O 6.01 10.71 16.85
C 7.24 10.19 16.48
O 7.59 9.07 16.84
O 7.85 10.92 15.66
C 9.21 10.87 15.20
H 3.35 11.08 16.81
H 3.71 11.32 18.58
H 2.81 10.00 17.92
H 4.91 8.92 17.10
H 5.37 9.53 18.54
H 9.85 11.03 16.06
H 9.47 11.63 14.46
H 9.46 9.95 14.67
C 12.83 5.03 21.59
C 11.54 5.95 21.44
O 11.47 6.44 20.13
C 10.47 7.31 19.69
O 10.29 7.64 18.51
O 9.86 7.98 20.70
C 8.81 8.83 20.39
H 12.79 4.11 21.01
H 12.81 4.55 22.57
H 13.82 5.48 21.69
H 11.40 6.67 22.25
H 10.71 5.30 21.68
H 8.60 9.32 21.34
H 7.97 8.26 19.98
H 9.05 9.57 19.63

Computed properties:
LUMO energy (alpha / beta), eV: -4.140 / -9.100
Orbital gap (alpha / beta), eV: 8.1 / 3.2
Multiplicity: 2
Charge: +1

Entry 3:
Formula: CH8N3O3P
Source: the OMol25 dataset
Level of theory: the ωB97M-V functional and the def2-TZVPD basis

Geometry (Å):
C 1.40 1.00 -1.02
N -1.59 0.59 1.93
N -0.28 -2.43 0.28
N -0.31 0.47 1.36
O -1.32 0.98 -0.94
O 1.13 2.36 -1.06
O 0.53 -1.79 -0.63
P -0.14 0.38 -0.27
H 1.47 0.59 -2.07
H 2.34 0.74 -0.49
H -2.27 0.92 1.29
H -1.96 -0.30 2.04
H 0.22 -2.97 0.98
H -0.93 -3.10 -0.25
H 0.27 -0.16 1.95
H 0.20 2.48 -1.13

Computed properties:
LUMO energy, eV: 0.353
Orbital gap, eV: 8.7
ΔE to the lowest compared entry with this formula, charge and spin, eV: 1.524

Entry 4:
Formula: C12H39O13Tl
Source: the OMol25 dataset
Level of theory: the ωB97M-V functional and the def2-TZVPD basis

Geometry (Å):
Tl 2.00 0.54 -0.77
O -0.63 0.15 0.12
H -0.93 -0.06 -0.78
C -0.95 3.11 -1.66
O 0.39 2.79 -1.83
H -1.17 3.76 -0.81
H -1.36 3.48 -2.60
H -1.31 2.12 -1.37
H 0.72 3.43 -2.47
C -1.78 -4.17 -1.09
O -1.68 -2.91 -0.47
H -2.77 -4.33 -1.52
H -1.11 -4.06 -1.94
H -1.44 -5.01 -0.47
H -2.56 -2.70 -0.16
C -1.84 -0.87 -3.94
C -0.79 0.20 -3.95
O 0.44 -0.29 -3.47
O -1.37 -2.09 -4.62
H -2.75 -0.64 -4.50
H -2.15 -1.14 -2.93
H -1.23 0.97 -3.31
H -0.77 0.56 -4.98
H 0.79 -0.86 -4.16
H -1.98 -2.77 -4.33
C -2.85 1.57 2.47
C -3.57 0.68 1.42
O -2.94 -0.54 1.35
O -1.61 1.91 1.88
H -2.67 1.08 3.42
H -3.42 2.49 2.61
H -3.69 1.03 0.39
H -4.56 0.45 1.81
H -2.12 -0.26 0.93
H -1.36 1.24 1.24
C 3.31 -3.16 -0.57
C 2.00 -3.18 -1.40
O 1.13 -2.26 -0.80
O 3.78 -1.87 -0.09
H 3.99 -3.77 -1.17
H 3.08 -3.65 0.37
H 1.51 -4.15 -1.44
H 2.26 -2.84 -2.41
H 0.26 -2.61 -0.62
H 4.59 -1.99 0.40
C 2.90 3.91 1.11
C 1.45 3.76 1.57
O 1.12 2.44 1.57
O 3.09 3.40 -0.21
H 3.53 3.50 1.90
H 3.05 4.98 0.98
H 0.72 4.35 1.01
H 1.32 4.09 2.60
H 0.22 2.35 1.89
H 3.31 4.11 -0.82
C 1.13 -0.83 4.61
C 0.21 -0.55 3.40
O 0.58 -1.00 2.12
O 2.36 -0.08 4.53
H 1.50 -1.85 4.46
H 0.67 -0.81 5.60
H -0.01 0.51 3.33
H -0.78 -0.99 3.52
H 0.02 -0.63 1.44
H 2.73 -0.06 3.64

Computed properties:
LUMO energy (alpha / beta), eV: -14.367 / -14.144
Orbital gap (alpha / beta), eV: 3.1 / 3.4
Multiplicity: 2
Charge: +3

Entry 5:
Formula: C4H10FIN
Source: the OMol25 dataset
Level of theory: the ωB97M-V functional and the def2-TZVPD basis

Geometry (Å):
C 1.73 -2.19 0.14
C -1.50 1.78 -0.51
C -0.17 -0.32 0.03
C 1.55 -0.76 -0.22
N -0.44 0.80 -0.82
F 1.54 -0.61 -1.56
I 3.07 0.64 0.46
H 2.28 -2.68 -0.68
H 0.64 -2.68 0.17
H 2.22 -2.25 1.15
H -1.37 2.58 -1.32
H -2.36 1.27 -0.68
H -1.47 2.12 0.54
H -0.31 -0.19 1.15
H -0.80 -1.15 -0.25
H -0.57 0.41 -1.75
H 0.53 1.22 -0.98

Computed properties:
LUMO energy, eV: -3.405
Structure (SMILES): C[NH2+]C[C@@](C)(F)I
Orbital gap, eV: 10.3
ΔE to the lowest compared entry with this formula, charge and spin, eV: 0.791
Charge: +1

Entry 6:
Formula: C26H54AlBr3CaClF4N7O10S
Source: the OMol25 dataset
Level of theory: the ωB97M-V functional and the def2-TZVPD basis

Geometry (Å):
C 5.81 -2.12 2.34
C 4.42 -2.04 2.94
N 3.52 -1.15 2.19
C 3.09 -1.72 0.92
C 1.60 -2.09 0.88
C 1.28 -3.16 -0.16
O 1.34 -2.59 -1.47
C 0.48 -3.13 -2.37
F 0.87 -2.77 -3.59
F -0.77 -2.67 -2.18
F 0.45 -4.47 -2.31
C 0.65 -0.90 0.77
C 0.50 -0.07 2.05
C -0.97 0.33 2.22
C -1.46 1.39 1.18
C -2.25 0.75 0.05
N -3.32 -0.14 0.56
C -3.44 -1.30 -0.26
N -3.32 -2.47 0.19
N -3.70 -1.06 -1.64
O 0.93 -0.06 -0.39
S 2.36 0.52 -0.57
O 2.67 1.55 0.39
O 2.46 0.94 -1.93
C 3.50 -0.86 -0.31
N 4.82 -0.30 -0.09
C 5.30 0.56 -0.89
C 5.28 0.54 -2.39
C 5.95 1.77 -0.24
H 5.81 -2.69 1.41
H 6.46 -2.67 3.01
H 6.22 -1.13 2.14
H 4.51 -1.58 3.92
H 3.97 -3.03 3.05
H 2.73 -1.02 2.80
H 3.64 -2.65 0.79
H 1.36 -2.56 1.84
H 1.97 -4.00 -0.05
H 0.28 -3.54 0.06
H -0.33 -1.32 0.57
H 0.79 -0.68 2.90
H 1.08 0.84 1.98
H -1.08 0.78 3.21
H -1.61 -0.54 2.17
H -0.59 1.87 0.66
H -2.01 2.22 1.62
H -2.67 1.56 -0.54
H -1.62 0.19 -0.64
H -4.19 0.38 0.46
H -3.17 -2.39 1.20
H -4.31 -1.79 -1.98
H -2.86 -1.12 -2.20
H 3.43 -1.49 -1.20
H 4.42 0.00 -2.78
H 5.17 1.55 -2.77
H 6.21 0.13 -2.78
H 7.02 1.71 -0.20
H 5.61 2.68 -0.72
H 5.60 1.81 0.79
C -6.76 -2.55 -5.08
C -7.08 -1.11 -5.29
C -6.34 -0.15 -4.37
C -6.70 -0.45 -2.99
N -6.98 -0.68 -1.91
H -7.08 -2.84 -4.07
H -7.29 -3.18 -5.79
H -5.69 -2.74 -5.18
H -8.17 -0.96 -5.22
H -6.83 -0.74 -6.51
H -6.61 0.89 -4.58
H -5.27 -0.25 -4.49
O 1.52 -1.52 4.79
C 0.62 -1.51 5.60
C 1.41 -2.53 7.24
O 0.49 -2.51 8.02
H -0.30 -2.11 5.44
H 0.31 -0.57 6.10
H 2.32 -1.93 7.43
H 1.72 -3.47 6.76
Ca 8.67 1.75 -0.71
N 9.86 -2.56 -1.98
H 9.07 -2.24 -2.56
H 10.66 -1.93 -2.14
H 9.60 -2.52 -1.00
H 10.12 -3.52 -2.24
F -1.06 3.67 0.03
C -2.93 -2.49 9.23
Br -3.97 -1.02 8.56
Br -3.06 -2.63 11.14
Br -3.40 -4.14 8.37
H -1.90 -2.29 8.99
C -5.10 8.62 -1.27
O -3.69 8.40 -1.31
C -3.33 7.24 -1.85
O -4.08 6.41 -2.29
O -2.00 7.16 -1.82
C -1.47 5.95 -2.37
H -5.25 9.59 -0.81
H -5.51 8.63 -2.28
H -5.60 7.86 -0.68
H -1.75 5.86 -3.42
H -1.82 5.08 -1.81
H -0.39 6.02 -2.28
O -4.77 2.05 -6.15
H -3.96 1.92 -5.64
H -4.62 2.86 -6.64
Cl -5.51 -0.77 -7.29
Al 0.19 3.10 2.13

Computed properties:
LUMO energy, eV: -9.156
Orbital gap, eV: 0.9
Charge: +2

Entry 7:
Formula: C5H8O
Source: the OMol25 dataset
Level of theory: the ωB97M-V functional and the def2-TZVPD basis

Geometry (Å):
O -2.32 0.33 0.00
C -0.93 0.26 -0.33
C 0.44 1.36 -0.05
C 1.54 0.34 0.05
C 1.12 -0.92 0.14
C -0.37 -1.04 0.20
H -2.61 -0.54 0.33
H -0.91 0.36 -1.41
H 0.72 2.18 0.66
H 0.41 1.90 -0.99
H 2.60 0.58 0.18
H 1.76 -1.79 0.23
H -0.76 -1.95 -0.28
H -0.67 -1.08 1.26

Computed properties:
LUMO energy, eV: 1.007
Structure (SMILES): OC1CC=CC1
Orbital gap, eV: 10.2
ΔE to the lowest compared entry with this formula, charge and spin, eV: 2.235

Entry 8:
Formula: C5H8O
Source: the OMol25 dataset
Level of theory: the ωB97M-V functional and the def2-TZVPD basis

Geometry (Å):
C -1.01 -1.48 -0.64
C 0.45 -1.48 -1.12
C -0.22 -0.24 -0.69
C -0.25 1.09 -0.77
C 0.68 1.50 2.13
O 0.68 0.28 2.12
H -1.22 -1.92 0.33
H -1.79 -1.64 -1.40
H 0.64 -1.64 -2.19
H 1.20 -1.91 -0.46
H 0.61 1.65 -1.15
H -1.17 1.64 -0.56
H 1.60 2.08 1.91
H -0.20 2.07 2.49

Computed properties:
LUMO energy, eV: 0.687
Structure (SMILES): C=C1CC1.C=O
Orbital gap, eV: 10.1
ΔE to the lowest compared entry with this formula, charge and spin, eV: 3.268

no.,strongest force on any atom (eV Å⁻¹)
1,3.24
2,4.54
3,3.64
4,3.13
5,4.84
6,4.80
7,1.60
8,2.16